i.
The ion CH4N2O3P with charge -1, computed with ωB97M-V/def2-TZVPD.

Charge = -1
Kohn-Sham gap = 9.004 eV
SMILES = [H]/N=N/[P@@](=O)([O-])OC
HOMO level = -4.77 eV

Bonds (Å) are listed after each position.
Cartesian coordinates (Å):
1 P 1.3072 0.1415 0.0243  O2 1.484, O3 1.665, O4 1.521, N6 1.853
2 O 2.4872 0.3563 -0.8499  P1 1.484
3 O -0.0724 0.5050 -0.8349  P1 1.665, C7 1.402
4 O 1.1960 0.7831 1.3989  P1 1.521
5 N -0.1274 -1.8755 0.0443  N6 1.265, H10 1.053
6 N 1.0861 -1.6719 0.3357  P1 1.853, N5 1.265
7 C -1.2184 1.0390 -0.2290  O3 1.402, H8 1.053, H9 1.120, H11 1.018
8 H -1.8233 0.1989 -0.0344  C7 1.053
9 H -1.5739 1.9706 -0.7389  C7 1.120
10 H -0.2570 -2.9073 0.2114  N5 1.053
11 H -1.0041 1.4604 0.6724  C7 1.018

---

ii.
The ion CH4N2O3P with charge -1, computed with ωB97M-V/def2-TZVPD.

Charge = -1
Kohn-Sham gap = 8.550 eV
SMILES = NC(=O)[P@@](N)(=O)[O-]
HOMO level = -4.37 eV

Bonds (Å) are listed after each position.
Cartesian coordinates (Å):
1 P -0.3134 0.8330 -0.2912  O2 1.496, O3 1.486, N6 1.697, C7 1.994
2 O 0.4096 0.7708 -1.5997  P1 1.496
3 O -1.7658 1.1357 -0.1985  P1 1.486
4 O 0.1885 -1.5052 1.4506  C7 1.232
5 N -0.4104 -1.7000 -0.7655  C7 1.338, H8 1.046, H10 1.033
6 N 0.6063 1.8053 0.7519  P1 1.697, H9 1.009, H11 0.979
7 C -0.0167 -1.0386 0.3293  P1 1.994, O4 1.232, N5 1.338
8 H -0.0123 -1.0935 -1.5186  N5 1.046
9 H 1.3902 1.2915 1.1265  N6 1.009
10 H -0.2733 -2.7222 -0.8224  N5 1.033
11 H 0.1973 2.2231 1.5374  N6 0.979

---

The most stable arrangement is ii, and the next structure is 2.066 eV less stable.

---

i.
The molecule C19H19N3O3S, computed with ωB97M-V/def2-TZVPD.

Kohn-Sham gap = 8.679 eV
SMILES = Cc1ccc(-c2csc3ncn(CC(=O)N4CCOCC4)c(=O)c23)cc1
HOMO level = -8.20 eV

Bonds (Å) are listed after each position.
Cartesian coordinates (Å):
1 S -4.4589 2.4780 0.6487  C12 1.730, C23 1.726
2 O -0.0910 0.6826 -0.9100  C26 1.218
3 O 1.6601 3.1013 1.2382  C24 1.219
4 O 3.3642 -1.1757 0.3720  C13 1.408, C17 1.410
5 N 2.7870 1.5739 0.0381  C22 1.455, C24 1.344, C25 1.447
6 N -0.3198 2.9287 -0.6988  C8 1.351, C20 1.448, C26 1.409
7 N -2.2993 3.9753 -0.0162  C8 1.287, C23 1.348
8 C -1.0699 4.0101 -0.3938  N6 1.351, N7 1.287, H32 1.081
9 C -2.4648 -0.9766 0.1544  C11 1.465, C16 1.390, C19 1.392
10 C -0.7964 -2.6226 0.6948  C14 1.391, C19 1.380, H29 1.081
11 C -2.9473 0.4052 0.2205  C9 1.465, C12 1.361, C15 1.429
12 C -4.2038 0.7676 0.5959  S1 1.730, C11 1.361, H38 1.072
13 C 3.0403 -0.3689 1.4796  O4 1.408, C22 1.531, H30 1.100, H42 1.091
14 C -1.5099 -3.6028 0.0127  C10 1.391, C18 1.388, C21 1.498
15 C -2.1468 1.5539 -0.0651  C11 1.429, C23 1.391, C26 1.438
16 C -3.1910 -1.9566 -0.5117  C9 1.390, C18 1.383, H44 1.081
17 C 2.7084 -0.7144 -0.7876  O4 1.410, C25 1.537, H36 1.098, H43 1.091
18 C -2.7149 -3.2529 -0.5812  C14 1.388, C16 1.383, H39 1.081
19 C -1.2663 -1.3276 0.7698  C9 1.392, C10 1.380, H28 1.080
20 C 1.0800 3.0349 -1.0557  N6 1.448, C24 1.540, H41 1.091, H45 1.089
21 C -0.9877 -5.0053 -0.0560  C14 1.498, H33 1.090, H34 1.088, H35 1.087
22 C 3.4542 1.0846 1.2348  N5 1.455, C13 1.531, H31 1.090, H37 1.095
23 C -2.8311 2.7470 0.1433  S1 1.726, N7 1.348, C15 1.391
24 C 1.8796 2.5561 0.1708  O3 1.219, N5 1.344, C20 1.540
25 C 3.0892 0.7403 -1.1053  N5 1.447, C17 1.537, H27 1.086, H40 1.097
26 C -0.8038 1.6111 -0.5751  O2 1.218, N6 1.409, C15 1.438
27 H 2.5538 1.0561 -1.9955  C25 1.086
28 H -0.7099 -0.5797 1.3149  C19 1.080
29 H 0.1403 -2.8820 1.1681  C10 1.081
30 H 1.9577 -0.4085 1.6707  C13 1.100
31 H 3.1670 1.7183 2.0738  C22 1.090
32 H -0.5991 4.9779 -0.4928  C8 1.081
33 H -1.0959 -5.4931 0.9131  C21 1.090
34 H 0.0700 -5.0073 -0.3125  C21 1.088
35 H -1.5311 -5.5887 -0.7951  C21 1.087
36 H 1.6191 -0.7726 -0.6643  C17 1.098
37 H 4.5368 1.1381 1.0797  C22 1.095
38 H -5.0077 0.1159 0.8764  C12 1.072
39 H -3.2863 -4.0019 -1.1114  C18 1.081
40 H 4.1679 0.8035 -1.2935  C25 1.097
41 H 1.3254 4.0828 -1.2367  C20 1.091
42 H 3.5776 -0.7835 2.3340  C13 1.091
43 H 3.0225 -1.3723 -1.5992  C17 1.091
44 H -4.1220 -1.6942 -0.9933  C16 1.081
45 H 1.2539 2.4441 -1.9535  C20 1.089

---

ii.
The molecule C19H19N3O3S, computed with ωB97M-V/def2-TZVPD.

Kohn-Sham gap = 9.276 eV
SMILES = CC(=O)c1ccccc1NS(=O)(=O)c1c(C)nn(-c2ccccc2)c1C
HOMO level = -8.97 eV

Bonds (Å) are listed after each position.
Cartesian coordinates (Å):
1 S 1.4241 1.8189 0.2410  O2 1.440, O4 1.430, N6 1.700, C19 1.753
2 O 2.3847 1.4891 1.2613  S1 1.440
3 O 4.6389 1.3735 -1.1229  C10 1.214
4 O 1.1772 3.2006 -0.0320  S1 1.430
5 N -1.6162 -0.4422 1.3221  N7 1.344, C16 1.316
6 N 1.8905 1.0994 -1.2270  S1 1.700, C23 1.409, H35 1.019
7 N -2.1730 0.3645 0.4019  N5 1.344, C25 1.405, C26 1.355
8 C 2.7897 -2.9135 -0.4530  C13 1.383, C21 1.386, H44 1.080
9 C 3.5124 -0.6132 -0.5404  C10 1.488, C13 1.391, C23 1.404
10 C 4.5267 0.4561 -0.3360  O3 1.214, C9 1.488, C15 1.499
11 C -1.5111 2.2140 -1.1926  C26 1.481, H30 1.089, H37 1.090, H43 1.087
12 C -5.6815 1.0299 -0.5448  C14 1.384, C24 1.384, H38 1.080
13 C 3.7721 -1.9553 -0.2830  C8 1.383, C9 1.391, H42 1.080
14 C -6.1901 -0.2577 -0.5513  C12 1.384, C20 1.386, H32 1.079
15 C 5.3322 0.3736 0.9251  C10 1.499, H27 1.087, H33 1.085, H45 1.091
16 C -0.3550 -0.0861 1.4425  N5 1.316, C17 1.483, C19 1.413
17 C 0.5881 -0.7632 2.3653  C16 1.483, H36 1.090, H40 1.086, H41 1.087
18 C -4.0405 -1.1095 0.0880  C20 1.382, C25 1.391, H39 1.078
19 C -0.0844 0.9842 0.5608  S1 1.753, C16 1.413, C26 1.384
20 C -5.3690 -1.3249 -0.2241  C14 1.386, C18 1.382, H28 1.079
21 C 1.5252 -2.5410 -0.8797  C8 1.386, C22 1.383, H29 1.080
22 C 1.2506 -1.2128 -1.1489  C21 1.383, C23 1.389, H31 1.079
23 C 2.2379 -0.2473 -1.0008  N6 1.409, C9 1.404, C22 1.389
24 C -4.3541 1.2590 -0.2266  C12 1.384, C25 1.390, H34 1.077
25 C -3.5269 0.1835 0.0745  N7 1.405, C18 1.391, C24 1.390
26 C -1.2727 1.2445 -0.0990  N7 1.355, C11 1.481, C19 1.384
27 H 6.1668 1.0683 0.8797  C15 1.087
28 H -5.7650 -2.3291 -0.2141  C20 1.079
29 H 0.7540 -3.2854 -1.0088  C21 1.080
30 H -2.2627 1.8437 -1.8878  C11 1.089
31 H 0.2762 -0.9103 -1.4990  C22 1.079
32 H -7.2264 -0.4279 -0.8001  C14 1.079
33 H 5.6818 -0.6332 1.1302  C15 1.085
34 H -3.9751 2.2668 -0.1870  C24 1.077
35 H 2.6897 1.6278 -1.5728  N6 1.019
36 H 0.9827 -1.6639 1.8946  C17 1.090
37 H -1.8361 3.1747 -0.7941  C11 1.090
38 H -6.3230 1.8659 -0.7794  C12 1.080
39 H -3.3860 -1.9239 0.3546  C18 1.078
40 H 1.4170 -0.0978 2.5874  C17 1.086
41 H 0.0732 -1.0508 3.2780  C17 1.087
42 H 4.7585 -2.2596 0.0330  C13 1.080
43 H -0.5713 2.3842 -1.7124  C11 1.087
44 H 3.0099 -3.9509 -0.2515  C8 1.080
45 H 4.6601 0.6771 1.7289  C15 1.091

---

The most stable arrangement is i, and the next structure is 1.168 eV less stable.

---

i.
The ion C4H6N with charge +1, computed with ωB97M-V/def2-TZVPD.

Charge = +1
Kohn-Sham gap (alpha / beta) = 8.614 / 8.583 eV
HOMO level (alpha / beta) = -14.11 / -14.11 eV

Bonds (Å) are listed after each position.
Cartesian coordinates (Å):
1 N -0.0236 0.8756 0.0916  C3 1.254, C4 1.538, H6 1.017
2 C -2.1748 -0.5113 -0.0526  C3 1.325, H9 1.062, H10 1.072
3 C -1.1155 0.2604 0.1454  N1 1.254, C2 1.325
4 C 1.3944 0.2924 -0.0321  N1 1.538, C5 1.466, H7 1.071, H8 1.166
5 C 1.1527 -1.0899 -0.4582  C4 1.466, H11 1.124
6 H 0.2019 1.7907 0.4735  N1 1.017
7 H 1.9552 0.9913 -0.6193  C4 1.071
8 H 1.9597 0.3495 0.9861  C4 1.166
9 H -2.6625 -0.2672 -0.9643  C2 1.062
10 H -2.7549 -0.9695 0.7235  C2 1.072
11 H 2.0673 -1.7221 -0.2936  C5 1.124

---

ii.
The ion C4H6N with charge +1, computed with ωB97M-V/def2-TZVPD.

Charge = +1
Kohn-Sham gap = 7.780 eV
HOMO level = -15.01 eV

Bonds (Å) are listed after each position.
Cartesian coordinates (Å):
1 N 0.7029 -0.3918 -0.6572  C3 1.302, C4 1.238
2 C -0.6723 -1.0732 0.9929  C3 1.317, H8 1.113
3 C -0.3131 -0.1535 0.1215  N1 1.302, C2 1.317, C5 1.525
4 C 1.9293 -0.5443 -0.5824  N1 1.238, H9 1.051, H10 1.062
5 C -1.2016 1.0835 0.0499  C3 1.525, H6 1.052, H7 1.103, H11 1.161
6 H -1.9956 0.8588 0.7022  C5 1.052
7 H -1.2608 1.2568 -1.0379  C5 1.103
8 H -1.2161 -2.0335 1.1399  C2 1.113
9 H 2.3669 -0.0878 0.2565  C4 1.051
10 H 2.4403 -1.0243 -1.3796  C4 1.062
11 H -0.7799 2.1094 0.3941  C5 1.161

---

The most stable arrangement is ii, and the next structure is 0.888 eV less stable.

---

i.
The molecule C16H20N2O5S, computed with ωB97M-V/def2-TZVPD.

Kohn-Sham gap = 8.802 eV
SMILES = CCOc1ccc(N(CC(=O)NCc2ccco2)S(C)(=O)=O)cc1
HOMO level = -8.11 eV

Bonds (Å) are listed after each position.
Cartesian coordinates (Å):
1 S -0.5381 -1.2194 0.1635  O4 1.438, O6 1.432, N8 1.683, C19 1.803
2 O -1.1606 0.8870 6.1813  C22 1.353, C24 1.346
3 O 1.1093 0.6830 -5.8831  C14 1.360, C16 1.414
4 O -1.2597 -0.7426 1.3125  S1 1.438
5 O 1.6363 0.0145 2.0713  C20 1.215
6 O -1.3003 -1.7811 -0.9103  S1 1.432
7 N 0.1079 1.4702 2.8628  C9 1.448, C20 1.346, H32 1.008
8 N 0.3590 0.0877 -0.4026  S1 1.683, C11 1.402, C23 1.444
9 C 0.3267 1.1413 4.2564  N7 1.448, C22 1.494, H38 1.096, H43 1.096
10 C 1.5475 0.1173 -8.1421  C16 1.521, H27 1.086, H40 1.086, H41 1.086
11 C 0.5416 0.2406 -1.7839  N8 1.402, C12 1.389, C15 1.394
12 C 0.9160 -0.8605 -2.5429  C11 1.389, C17 1.383, H33 1.076
13 C -2.7994 -0.4299 5.4529  C21 1.418, C24 1.359, H44 1.070
14 C 0.9398 0.4636 -4.5519  O3 1.360, C17 1.391, C18 1.394
15 C 0.3654 1.4627 -2.4317  C11 1.394, C18 1.379, H42 1.079
16 C 1.4537 -0.4058 -6.7171  O3 1.414, C10 1.521, H29 1.099, H36 1.099
17 C 1.1051 -0.7588 -3.9096  C12 1.383, C14 1.391, H26 1.078
18 C 0.5715 1.5722 -3.7904  C14 1.394, C15 1.379, H28 1.079
19 C 0.6704 -2.4379 0.7176  S1 1.803, H30 1.083, H35 1.083, H39 1.081
20 C 0.7415 0.8122 1.8742  O5 1.215, N7 1.346, C23 1.527
21 C -1.8806 -0.2312 4.3913  C13 1.418, C22 1.363, H34 1.071
22 C -0.9013 0.5748 4.8910  O2 1.353, C9 1.494, C21 1.363
23 C 0.3466 1.2428 0.4629  N8 1.444, C20 1.527, H25 1.095, H37 1.097
24 C -2.3097 0.2679 6.5112  O2 1.346, C13 1.359, H31 1.072
25 H 1.1084 1.9453 0.1100  C23 1.095
26 H 1.3862 -1.6426 -4.4597  C17 1.078
27 H 2.3037 0.8951 -8.2024  C10 1.086
28 H 0.4388 2.5177 -4.2920  C18 1.079
29 H 0.6866 -1.1896 -6.6503  C16 1.099
30 H 1.4058 -1.9122 1.3138  C19 1.083
31 H -2.6654 0.4013 7.5134  C24 1.072
32 H -0.7360 1.9782 2.6500  N7 1.008
33 H 1.0462 -1.8154 -2.0639  C12 1.076
34 H -1.9313 -0.6210 3.3949  C21 1.071
35 H 0.1314 -3.1617 1.3160  C19 1.083
36 H 2.4185 -0.8300 -6.4051  C16 1.099
37 H -0.6332 1.7364 0.4724  C23 1.097
38 H 0.6324 2.0378 4.8077  C9 1.096
39 H 1.1149 -2.9106 -0.1465  C19 1.081
40 H 0.5931 0.5388 -8.4452  C10 1.086
41 H 1.8116 -0.6918 -8.8170  C10 1.086
42 H 0.0584 2.3373 -1.8802  C15 1.079
43 H 1.1500 0.4188 4.2752  C9 1.096
44 H -3.6969 -1.0127 5.4250  C13 1.070

---

ii.
The molecule C16H20N2O5S, computed with ωB97M-V/def2-TZVPD.

Kohn-Sham gap = 8.992 eV
SMILES = CCOc1ccc(S(=O)(=O)NCCC(=O)NCc2ccco2)cc1
HOMO level = -8.46 eV

Bonds (Å) are listed after each position.
Cartesian coordinates (Å):
1 S 1.1526 -0.3989 -1.7846  O4 1.430, O5 1.446, N7 1.674, C15 1.776
2 O 3.4196 1.6829 3.2336  C9 1.347, C13 1.419
3 O -2.9576 -3.3162 0.1168  C16 1.212
4 O 1.9968 -0.1037 -2.9007  S1 1.430
5 O -0.2345 0.0012 -1.8661  S1 1.446
6 O -5.1730 0.9555 -0.0681  C20 1.350, C24 1.346
7 N 1.3019 -2.0437 -1.5144  S1 1.674, C21 1.446, H40 1.008
8 N -2.2500 -1.1972 -0.2508  C16 1.347, C18 1.443, H37 1.015
9 C 2.9730 1.1908 2.0618  O2 1.347, C11 1.401, C14 1.397
10 C -3.3989 1.3185 -1.3626  C20 1.364, C23 1.418, H36 1.072
11 C 1.5918 1.2910 1.8489  C9 1.401, C22 1.378, H33 1.078
12 C -1.0273 -2.9589 -1.2962  C16 1.527, C21 1.541, H30 1.091, H38 1.090
13 C 4.8070 1.6469 3.5272  O2 1.419, C17 1.520, H28 1.098, H32 1.098
14 C 3.7772 0.6098 1.0789  C9 1.397, C19 1.383, H39 1.078
15 C 1.8414 0.2471 -0.2808  S1 1.776, C19 1.380, C22 1.384
16 C -2.1944 -2.5337 -0.4079  O3 1.212, N8 1.347, C12 1.527
17 C 5.0031 2.2868 4.8923  C13 1.520, H26 1.086, H27 1.086, H35 1.086
18 C -3.3102 -0.5345 0.4693  N8 1.443, C20 1.496, H25 1.101, H42 1.095
19 C 3.2032 0.1392 -0.0883  C14 1.383, C15 1.380, H44 1.078
20 C -3.9101 0.5676 -0.3449  O6 1.350, C10 1.364, C18 1.496
21 C 0.3293 -2.6517 -0.6332  N7 1.446, C12 1.541, H41 1.093, H43 1.093
22 C 1.0296 0.8221 0.6817  C11 1.378, C15 1.384, H29 1.079
23 C -4.4252 2.2246 -1.7333  C10 1.418, C24 1.358, H34 1.071
24 C -5.4748 1.9585 -0.9131  O6 1.346, C23 1.358, H31 1.072
25 H -2.9221 -0.1283 1.4165  C18 1.101
26 H 6.0569 2.2799 5.1548  C17 1.086
27 H 4.6458 3.3125 4.8762  C17 1.086
28 H 5.1604 0.6073 3.5397  C13 1.098
29 H -0.0297 0.9077 0.4982  C22 1.079
30 H -1.0993 -2.4022 -2.2321  C12 1.091
31 H -6.4523 2.3900 -0.8302  C24 1.072
32 H 5.3657 2.2026 2.7626  C13 1.098
33 H 0.9893 1.7463 2.6183  C11 1.078
34 H -4.3790 2.9666 -2.5035  C23 1.071
35 H 4.4440 1.7371 5.6441  C17 1.086
36 H -2.4246 1.2392 -1.8017  C10 1.072
37 H -1.6236 -0.6211 -0.8041  N8 1.015
38 H -1.1231 -4.0233 -1.5096  C12 1.090
39 H 4.8430 0.5233 1.2142  C14 1.078
40 H 1.4656 -2.5475 -2.3724  N7 1.008
41 H 0.7683 -3.5656 -0.2247  C21 1.093
42 H -4.0719 -1.2826 0.7122  C18 1.095
43 H 0.1998 -1.9456 0.1910  C21 1.093
44 H 3.8031 -0.3055 -0.8655  C19 1.078

---

The most stable arrangement is ii, and the next structure is 0.286 eV less stable.

---

i.
The molecule CH3FO2S, computed with ωB97M-V/def2-TZVPD.

Kohn-Sham gap = 9.637 eV
SMILES = O=[S@@H](O)=CF
HOMO level = -9.24 eV

Bonds (Å) are listed after each position.
Cartesian coordinates (Å):
1 S -0.4627 -0.0855 -0.1801  O3 1.431, O4 1.591, C5 1.683, H8 1.402
2 F 1.9764 -0.0357 -0.1500  C5 1.438
3 O -1.4882 -1.0109 0.1951  S1 1.431
4 O -0.6125 1.4663 0.1359  S1 1.591, H7 0.932
5 C 0.9204 -0.7801 0.4818  S1 1.683, F2 1.438, H6 1.104
6 H 0.8732 -1.7485 -0.0457  C5 1.104
7 H -0.5951 1.7386 1.0274  O4 0.932
8 H -0.6115 0.4559 -1.4645  S1 1.402

---

ii.
A cluster of 2 separate species, CH3FO2S in total, computed with ωB97M-V/def2-TZVPD.

Kohn-Sham gap (alpha / beta) = 8.855 / 8.856 eV
HOMO level (alpha / beta) = -10.56 / -10.56 eV

Bonds (Å) are listed after each position.
Cartesian coordinates (Å):
1 S 1.2104 0.1256 0.0145  F2 1.693, O3 1.400, O4 1.418
2 F 1.4306 -1.5525 -0.0224  S1 1.693
3 O 1.6589 0.6181 1.2463  S1 1.400
4 O 1.7277 0.7366 -1.1564  S1 1.418
5 C -1.3709 -0.0207 -0.0154  H6 1.155, H7 1.071, H8 1.078
6 H -1.6202 -0.8319 0.7675  C5 1.155
7 H -1.4841 1.0125 0.2418  C5 1.071
8 H -1.5524 -0.0877 -1.0760  C5 1.078

---

The most stable arrangement is ii, and the next structure is 1.548 eV less stable.